## A
25
Properties=species:S:1:pos:R:3 method="wB97M-V/def2-TZVPD" lumo_ev=-3.28 charge=+1 e_homo_ev=-14.54
Na -0.1646 0.2846 0.0759
O 1.3834 0.2043 -1.7025
H 0.9877 0.1839 -2.5879
H 2.1860 0.7611 -1.7860
O -2.3654 0.9566 -0.4876
H -2.9892 0.3195 -0.6625
H -2.4832 1.0931 0.4211
O -0.9317 -1.6578 -1.4036
H -1.4464 -1.0883 -1.9278
H -0.4649 -2.0895 -2.1146
O -0.6960 -1.5359 1.4827
H -1.6614 -1.4994 1.7347
H -0.5577 -2.2526 0.9022
O 0.5765 2.4033 0.0975
H 0.2308 3.0296 0.7601
H 0.2483 2.7020 -0.7732
O 1.8708 -2.5666 -1.0367
H 2.6458 -2.8931 -0.6202
H 1.9385 -1.6625 -0.7975
O 1.8833 0.2735 1.3718
H 2.4361 0.7706 0.7989
H 2.3970 -0.5100 1.5135
O -1.4764 1.3358 1.9432
H -2.3083 1.2357 2.4145
H -1.2390 2.2023 2.3839

## B
25
Properties=species:S:1:pos:R:3 method="wB97M-V/def2-TZVPD" lumo_ev=-3.31 charge=+1 e_homo_ev=-13.69
Na -0.9590 -10.5138 -17.0017
O 0.4047 -10.5226 -19.2916
H 0.1480 -10.7179 -20.2037
H 0.6975 -9.6025 -19.3105
O 1.4255 -8.8064 -16.3167
H 2.2489 -8.8846 -16.8153
H 0.8549 -8.2604 -16.8768
O -0.0626 -12.8725 -15.4867
H 0.6327 -12.9257 -16.1641
H 0.3433 -13.2256 -14.6883
O -2.7279 -11.4126 -18.4078
H -3.6000 -11.0234 -18.5407
H -2.8331 -12.3401 -18.6564
O -0.2734 -9.8693 -14.3221
H -0.9475 -9.1831 -14.2341
H 0.4893 -9.4238 -14.7248
O -1.0617 -8.0406 -17.4821
H -0.9958 -7.8997 -16.5245
H -1.2743 -7.1729 -17.8525
O -2.9602 -10.1968 -15.5167
H -3.0901 -10.8878 -14.8524
H -3.7930 -10.1639 -16.0013
O 1.3301 -12.6846 -17.8260
H 1.8853 -13.2491 -18.3754
H 1.0019 -12.0025 -18.4291

Which of them is the most stable, and which is the least stable? B and A, in that order.

## A
221
Properties=species:S:1:pos:R:3 method="wB97M-V/def2-TZVPD" lumo_ev=0.42 charge=0 e_homo_ev=-8.95
C -13.0281 -6.0863 1.8073
C -12.9026 -7.3727 2.6159
C -13.9149 -7.5318 3.7826
O -13.6935 -8.8110 4.3958
C -13.7000 -8.7585 5.7980
N -13.0805 -8.5632 1.7193
H -12.1652 -5.9207 1.1659
H -13.2287 -5.1825 2.3871
H -13.8939 -6.1546 1.1434
H -11.9204 -7.3609 3.1027
H -14.8996 -7.5837 3.3166
H -13.7292 -6.7800 4.5505
H -14.7143 -8.5956 6.1803
H -12.9509 -8.1139 6.2630
H -13.5025 -9.7432 6.2327
H -12.1065 -8.8710 1.7275
H -13.4698 -9.2983 2.3092
C -18.9874 0.0633 -0.9076
C -17.9471 0.9722 -0.3162
C -16.7126 1.0055 -1.2338
O -15.6820 1.7561 -0.6673
C -14.3653 1.3083 -0.8703
N -18.5313 2.3069 -0.1814
H -19.3631 0.3584 -1.8951
H -19.8703 -0.0586 -0.2813
H -18.6025 -0.9056 -1.2400
H -17.5501 0.6821 0.6600
H -17.0326 1.3855 -2.2141
H -16.3826 -0.0281 -1.4152
H -14.3254 0.2758 -0.5026
H -13.7651 1.9467 -0.2205
H -14.0772 1.4620 -1.9165
H -18.9978 2.5721 -1.0427
H -17.8157 3.0148 -0.0492
C -12.9429 -4.3756 -1.0827
C -13.5299 -4.3026 -2.4772
C -12.5738 -4.5680 -3.6334
O -11.7342 -3.4342 -3.7708
C -10.6294 -3.5777 -4.6789
N -14.7728 -5.1054 -2.4663
H -12.0278 -3.7897 -1.0165
H -12.7441 -5.4300 -0.8894
H -13.7009 -3.9727 -0.4164
H -13.8857 -3.2967 -2.7314
H -13.0983 -4.6321 -4.5976
H -11.9396 -5.4617 -3.5433
H -9.7826 -3.7899 -4.0270
H -10.5045 -2.6114 -5.1625
H -10.8268 -4.3349 -5.4373
H -15.1966 -5.2351 -3.3808
H -14.4451 -6.0426 -2.2278
C -16.8234 -3.7186 6.2422
C -15.7022 -4.5215 6.8805
C -15.8600 -6.0470 6.9376
O -17.0513 -6.4567 7.5813
C -17.0342 -6.3439 8.9992
N -14.4016 -4.1030 6.3229
H -16.8877 -3.9960 5.1810
H -16.5904 -2.6606 6.1600
H -17.7733 -4.0152 6.6904
H -15.6095 -4.1939 7.9231
H -14.9563 -6.6298 7.1513
H -16.0415 -6.4791 5.9422
H -16.7166 -5.3657 9.3642
H -16.3351 -7.0920 9.3871
H -18.0283 -6.5838 9.3676
H -14.2140 -3.1095 6.4118
H -14.4829 -4.1314 5.3068
C -18.3831 -9.4064 0.1785
C -17.5074 -8.2268 -0.2117
C -17.0017 -7.4627 1.0106
O -18.0871 -6.7855 1.6093
C -17.6168 -6.0292 2.7279
N -16.3962 -8.7241 -1.0319
H -19.2345 -9.0576 0.7666
H -17.8670 -10.2251 0.6859
H -18.8273 -9.9219 -0.6767
H -18.0717 -7.5468 -0.8511
H -16.2617 -6.7351 0.6558
H -16.5766 -8.2199 1.6809
H -18.4689 -5.4247 3.0265
H -16.7304 -5.4569 2.4454
H -17.3592 -6.6843 3.5668
H -15.9297 -7.9106 -1.4315
H -15.6614 -9.0901 -0.4255
C -9.0298 -3.9477 1.7291
C -9.4836 -2.6803 1.0720
C -9.1000 -2.4792 -0.3790
O -9.0235 -1.1018 -0.7149
C -10.1992 -0.6550 -1.3862
N -10.9430 -2.4401 1.2920
H -9.0709 -3.7962 2.8068
H -7.9815 -4.1367 1.4841
H -9.6542 -4.8074 1.4782
H -8.9641 -1.8476 1.5684
H -9.5581 -3.1494 -1.1158
H -8.0472 -2.7662 -0.4983
H -10.2550 0.3926 -1.6767
H -11.1248 -0.8171 -0.8216
H -10.3096 -1.2845 -2.2757
H -11.1512 -2.4041 2.2883
H -10.8840 -1.4446 1.0623
C -8.3057 -1.0958 5.8092
C -9.3361 -1.6954 4.8858
C -9.9610 -2.9785 5.4111
O -10.8823 -3.4548 4.4315
C -11.5235 -4.6670 4.7652
N -10.4244 -0.7000 4.7373
H -7.4110 -1.7212 5.9145
H -8.5963 -1.0226 6.8651
H -7.9109 -0.1046 5.5860
H -8.8351 -1.7597 3.9170
H -10.5416 -2.9529 6.3385
H -9.1900 -3.7561 5.5230
H -12.2957 -4.9994 4.0782
H -12.0714 -4.5773 5.7108
H -10.7392 -5.4111 4.9377
H -10.5924 -0.1887 5.5907
H -11.2228 -1.2347 4.4160
C -26.1361 -2.5362 2.3312
C -25.3676 -3.8737 2.5077
C -23.8544 -3.7551 2.5416
O -23.3224 -5.0247 2.3027
C -21.9367 -5.0908 1.9800
N -25.9151 -4.5850 3.6780
H -26.1268 -2.0971 1.3301
H -25.6487 -1.7622 2.9285
H -27.1830 -2.7032 2.5746
H -25.5558 -4.4356 1.5834
H -23.5762 -3.3865 3.5417
H -23.5070 -2.9403 1.8930
H -21.3451 -4.4676 2.6581
H -21.9400 -4.6475 0.9792
H -21.5959 -6.1196 2.0345
H -26.7262 -5.0173 3.2435
H -25.3027 -5.3532 3.9340
C -14.4843 -1.9686 3.8378
C -15.0220 -2.4400 2.4753
C -16.4127 -1.9984 2.0685
O -17.2970 -2.7119 2.9118
C -18.6407 -2.7514 2.5065
N -14.0480 -1.9831 1.4640
H -15.2656 -1.8807 4.5888
H -14.0582 -0.9629 3.7849
H -13.6529 -2.6174 4.1155
H -14.9795 -3.5362 2.4725
H -16.6262 -2.2478 1.0209
H -16.5942 -0.9305 2.2376
H -19.2860 -3.1860 3.2703
H -18.6171 -3.3590 1.5960
H -19.0371 -1.7336 2.4019
H -14.3436 -2.2851 0.5405
H -13.1947 -2.5065 1.6400
C -8.9851 1.4285 1.5334
C -9.6152 2.8260 1.5064
C -10.9015 2.9437 2.3321
O -11.7515 1.8803 1.9105
C -12.9427 1.8246 2.6788
N -8.5862 3.7005 2.0586
H -9.8159 0.7445 1.3181
H -8.6705 1.0734 2.5134
H -8.3441 1.2848 0.6673
H -9.7586 3.2401 0.5040
H -11.3821 3.9221 2.2122
H -10.6826 2.8840 3.4063
H -13.6947 1.1857 2.2141
H -13.2732 2.8073 3.0158
H -12.7104 1.2374 3.5807
H -8.9523 4.4708 2.6173
H -8.0402 3.2117 2.7608
C -18.5824 -4.9037 -1.4981
C -18.8416 -3.7194 -2.4463
C -17.5821 -2.9572 -2.8281
O -17.9388 -1.9183 -3.7238
C -16.7992 -1.3932 -4.3677
N -19.4813 -4.1811 -3.6679
H -17.7166 -5.4634 -1.8658
H -19.4293 -5.5871 -1.4980
H -18.2772 -4.5824 -0.5026
H -19.5422 -3.0330 -1.9465
H -16.9414 -3.7034 -3.3054
H -17.1237 -2.4928 -1.9481
H -16.0507 -0.9884 -3.6826
H -16.9428 -0.6640 -5.1670
H -16.3605 -2.1994 -4.9716
H -19.7510 -3.3642 -4.2031
H -20.3130 -4.7171 -3.4563
C -23.7959 3.0802 4.0253
C -22.9510 2.1471 4.8560
C -22.0979 1.1053 4.0541
O -21.4714 0.3519 5.0844
C -20.1277 -0.0440 4.8814
N -22.1919 2.8766 5.8550
H -23.1672 3.5485 3.2614
H -24.4111 3.7979 4.5621
H -24.5259 2.5273 3.4229
H -23.5602 1.4177 5.4006
H -21.4329 1.5848 3.3271
H -22.7042 0.4018 3.4743
H -19.9167 -0.9876 5.3903
H -19.5862 0.7098 5.4678
H -19.8616 -0.0766 3.8246
H -21.5204 3.5000 5.4070
H -21.5681 2.1975 6.2857
C -16.5320 1.3587 4.0982
C -16.4378 2.8630 4.4237
C -17.7020 3.3132 5.1931
O -18.9312 3.1247 4.5121
C -19.0204 3.6543 3.2031
N -15.2277 3.0733 5.2331
H -17.3018 1.1361 3.3514
H -16.9434 0.8812 4.9898
H -15.6344 0.9339 3.6542
H -16.4169 3.5134 3.5504
H -17.6615 4.3488 5.5641
H -17.8537 2.8078 6.1537
H -19.0378 4.7492 3.2963
H -19.9831 3.4564 2.7344
H -18.2274 3.3735 2.5125
H -15.2752 3.9000 5.8187
H -15.1117 2.3030 5.8822

## B
221
Properties=species:S:1:pos:R:3 method="wB97M-V/def2-TZVPD" lumo_ev=-0.06 charge=0 e_homo_ev=-8.99
C -1.6170 15.6093 -8.6752
C -3.0812 16.0570 -8.8944
C -4.1476 15.0120 -8.3494
O -4.0490 13.8156 -9.0638
C -5.1612 12.9939 -8.8501
N -3.1470 17.2781 -8.1153
H -1.2800 14.9300 -9.4581
H -1.2973 15.3090 -7.6774
H -0.9535 16.4382 -8.9216
H -3.2923 16.1818 -9.9564
H -5.1299 15.4702 -8.4642
H -3.9928 14.8117 -7.2892
H -5.2105 12.7467 -7.7897
H -5.0686 12.0744 -9.4281
H -6.0846 13.5264 -9.0778
H -4.0382 17.7458 -8.1987
H -2.5175 18.0016 -8.4322
C -2.9654 17.8248 -1.1136
C -2.4313 17.5683 -2.5135
C -2.8277 16.2021 -3.1171
O -2.4712 15.1515 -2.2355
C -2.5858 13.8600 -2.7358
N -2.9250 18.7217 -3.3477
H -2.6630 18.7834 -0.6919
H -2.7378 17.0342 -0.3986
H -4.0553 17.8146 -1.1197
H -1.3451 17.4784 -2.5063
H -2.5268 16.0896 -4.1587
H -3.9161 16.1627 -3.0736
H -1.8917 13.6976 -3.5604
H -3.5734 13.7545 -3.1850
H -2.4414 13.0638 -2.0055
H -3.0961 18.2530 -4.2258
H -3.8958 18.9437 -3.1796
C -2.6658 11.3933 3.2480
C -4.1963 11.5194 3.4944
C -4.9692 10.2636 3.0871
O -6.4355 10.4995 3.1044
C -7.1194 9.4283 2.4094
N -4.3137 11.6761 4.9668
H -2.4069 11.1598 2.2153
H -2.1776 10.6677 3.8986
H -2.2095 12.3651 3.4363
H -4.7252 12.3474 3.0225
H -4.6748 9.4214 3.7134
H -4.6344 9.9881 2.0870
H -7.1375 8.4412 2.8711
H -6.6839 9.2658 1.4235
H -8.1631 9.6292 2.1678
H -3.8702 10.9728 5.5402
H -5.2611 11.4436 5.2283
C -9.4381 14.3648 -5.5795
C -9.5606 13.1030 -4.8790
C -9.3475 13.1952 -3.3163
O -8.0207 13.4320 -2.9210
C -7.8718 13.2023 -1.5563
N -10.8896 12.5661 -5.1297
H -8.4752 14.7772 -5.2781
H -10.2219 15.0600 -5.2789
H -9.6812 14.3042 -6.6403
H -8.8398 12.4453 -5.3648
H -9.6063 12.1878 -2.9903
H -10.0620 13.8856 -2.8679
H -8.5926 13.7776 -0.9752
H -6.8662 13.4560 -1.2209
H -8.0175 12.1488 -1.3178
H -11.1497 12.6303 -6.1036
H -10.9984 11.6054 -4.8376
C 2.9515 18.6007 -6.7592
C 3.3919 20.0774 -6.6802
C 2.5382 21.0109 -7.5639
O 2.3832 20.5956 -8.9176
C 3.5306 20.8893 -9.6974
N 3.3628 20.6378 -5.3235
H 3.0222 18.2572 -7.7912
H 2.0077 18.3502 -6.2747
H 3.6900 18.1132 -6.1228
H 4.4159 20.0701 -7.0535
H 2.9712 21.9952 -7.3858
H 1.4894 20.9046 -7.2867
H 4.4209 20.4174 -9.2818
H 3.6528 21.9501 -9.9165
H 3.3298 20.4530 -10.6759
H 2.4653 21.0971 -5.2624
H 4.0173 21.4069 -5.3357
C -2.7272 26.3115 -5.8464
C -3.7188 25.1352 -5.7243
C -5.0944 25.3709 -6.3419
O -6.0668 24.3707 -6.0341
C -6.3073 24.0908 -4.5620
N -3.0833 23.9544 -6.3638
H -3.1372 27.3104 -5.6973
H -2.2967 26.2158 -6.8432
H -1.8794 26.2065 -5.1694
H -3.8329 24.9566 -4.6552
H -4.9577 25.4602 -7.4196
H -5.4897 26.3436 -6.0492
H -5.4213 23.6994 -4.0622
H -7.1483 23.4479 -4.3022
H -6.5355 25.0568 -4.1114
H -2.8748 24.0764 -7.3444
H -3.6542 23.1311 -6.2364
C 3.0764 2.8096 -3.4147
C 1.8516 3.5791 -2.8583
C 2.1074 5.0707 -2.8531
O 0.9434 5.7462 -2.4660
C 1.0810 7.1541 -2.5208
N 0.7300 3.2649 -3.7688
H 3.1956 2.8607 -4.4969
H 2.9392 1.7455 -3.2224
H 3.9717 3.0900 -2.8598
H 1.5972 3.2934 -1.8377
H 2.2045 5.3615 -3.8990
H 3.0305 5.3627 -2.3524
H 1.6672 7.4894 -1.6652
H 0.1235 7.6706 -2.4540
H 1.5646 7.4437 -3.4537
H -0.0551 3.7838 -3.4023
H 0.4926 2.2903 -3.6509
C -12.2928 19.7067 -1.3221
C -11.7714 18.4323 -0.6680
C -10.3971 18.6499 -0.0251
O -9.3968 19.1817 -0.9234
C -8.9420 18.4108 -1.9789
N -12.7054 17.8094 0.1996
H -12.7109 20.3062 -0.5134
H -12.9797 19.4528 -2.1294
H -11.4962 20.3412 -1.7104
H -11.6408 17.8511 -1.5808
H -10.1082 17.6826 0.3859
H -10.5416 19.3355 0.8098
H -8.4201 17.5438 -1.5739
H -8.2057 18.9250 -2.5966
H -9.7992 18.1730 -2.6088
H -13.6611 17.8880 -0.1174
H -12.5052 16.8212 0.1409
C -3.7626 5.6915 -0.7569
C -4.4045 5.7644 -2.1458
C -5.0031 7.2010 -2.4380
O -5.4695 7.1987 -3.7869
C -5.8399 8.5280 -4.1619
N -3.4093 5.3849 -3.1423
H -4.5459 5.8618 -0.0183
H -3.1745 6.5924 -0.5818
H -3.1923 4.7720 -0.6246
H -5.1287 4.9531 -2.2200
H -4.3163 7.9891 -2.1294
H -5.9202 7.2298 -1.8496
H -6.6782 8.8032 -3.5218
H -6.2838 8.4531 -5.1546
H -4.9818 9.2001 -4.1618
H -3.6046 5.8035 -4.0405
H -2.5318 5.8178 -2.8918
C 0.7268 24.7380 -1.4818
C -0.1555 23.4980 -1.5035
C -1.4823 23.6413 -0.6889
O -1.2360 23.6552 0.7391
C -2.3310 23.8417 1.6021
N -0.3779 23.0134 -2.9018
H 0.2186 25.6461 -1.8063
H 1.5822 24.6211 -2.1472
H 1.0251 24.9059 -0.4470
H 0.3957 22.7116 -0.9879
H -2.1246 22.8220 -1.0119
H -2.0350 24.5616 -0.8781
H -3.1320 23.1553 1.3275
H -2.5976 24.8979 1.6390
H -1.8818 23.5771 2.5594
H -1.0653 22.2762 -2.8373
H -0.8608 23.6875 -3.4784
C 4.0542 12.3708 -8.2866
C 4.8955 11.8433 -7.1971
C 4.1222 11.1535 -6.1114
O 3.0565 11.9579 -5.5465
C 3.4808 13.1507 -4.7830
N 5.8717 10.9070 -7.7343
H 4.5862 13.0453 -8.9575
H 3.3369 13.1195 -7.9505
H 3.6236 11.6250 -8.9548
H 5.4552 12.7213 -6.8747
H 4.8273 10.8198 -5.3502
H 3.7214 10.1768 -6.3826
H 3.9998 13.8629 -5.4245
H 4.2240 12.8998 -4.0261
H 2.6598 13.7472 -4.3853
H 5.4236 10.2224 -8.3263
H 6.2840 10.3219 -7.0217
C 0.4475 10.5201 -11.9848
C -0.5947 9.7177 -11.1103
C -0.4868 9.9776 -9.5926
O -1.3671 9.0955 -9.0081
C -1.2339 8.9332 -7.5816
N -1.8589 10.2071 -11.5840
H 0.3446 10.3422 -13.0553
H 1.4310 10.1926 -11.6477
H 0.4083 11.5973 -11.8224
H -0.6989 8.6576 -11.3415
H -0.8092 10.9764 -9.2984
H 0.5301 9.7632 -9.2641
H -1.2939 9.8087 -6.9350
H -0.3300 8.3636 -7.3653
H -2.0178 8.2703 -7.2153
H -1.9901 11.1742 -11.3241
H -2.4694 9.6025 -11.0531
C 1.8932 17.2561 0.9375
C 2.3329 18.5488 0.3459
C 3.2862 19.3449 1.2839
O 2.7124 19.5142 2.5973
C 1.4886 20.2683 2.6522
N 2.9352 18.3216 -0.9547
H 2.6723 16.5372 1.1910
H 1.1697 16.7714 0.2820
H 1.5108 17.4747 1.9345
H 1.4767 19.2058 0.1937
H 3.6542 20.2551 0.8105
H 4.1447 18.6740 1.2529
H 1.6763 21.3099 2.3913
H 1.1538 20.2075 3.6878
H 0.6637 19.9550 2.0123
H 2.1372 17.8659 -1.3737
H 3.0188 19.1526 -1.5226

Which of them is the most stable, and which is the least stable? A and B, in that order.